The following is a DFT calculation (wB97M-V/def2-TZVPD) of 2 unconnected molecules or ions with the total composition C5H10O2.

```
! RIJCOSX wB97M-V def2-TZVPD def2/J DEFGRID3
* xyz 0 1
C 1.06704 -1.15735 0.51254
C 0.45435 0.18743 0.89773
C 0.57906 1.29167 -0.20106
O 1.36543 0.89254 -1.29666
C -0.93344 1.24950 -0.28390
C -1.04057 0.40002 0.74364
O -1.89862 -1.65724 -0.88280
H 0.83741 -1.93293 1.25340
H 2.15606 -1.06026 0.45571
H 0.73040 -1.49611 -0.47205
H 0.83288 0.49409 1.87974
H 0.92823 2.24654 0.21664
H 1.27216 1.55134 -1.99486
H -1.66140 1.80151 -0.87359
H -1.47722 -0.80539 -1.06346
H -1.88699 0.03601 1.31936
H -1.32477 -2.04137 -0.21036
*
```

The HOMO energy is -9.9 eV. As for the structure (SMILES): C[C@@H]1C=C[C@@H]1O.O. The energy is -346.92281 Eh. The molar mass is 102.1 g/mol. The lowest unoccupied orbital energy is 0.757 eV. For the energy above the lowest of the compared OMol25 structures with the same formula, charge and spin, the calculation gives 64.40 kcal/mol.

These are the natural (NBO) partial charges, in e, on atoms 1 to 2: -0.62, -0.26